Entry 1:
Molecular formula: C40H33FeI2N10O5S
Method: DFT, ωB97M-V/def2-TZVPD

Each line ends with the Löwdin spin population.
Element x y z (Å)
Fe -0.314 -1.076 0.161  4.259
I -6.725 -5.565 0.474  0.002
C -5.205 -4.141 0.305  0.011
C -5.527 -2.810 0.087  -0.001
C -4.502 -1.892 -0.040  0.015
I -4.935 0.129 -0.352  0.002
C -3.142 -2.247 0.045  0.012
O -2.231 -1.317 -0.094  0.148
C -2.859 -3.597 0.274  0.010
C -1.440 -4.012 0.346  0.003
N -0.696 -3.403 -0.763  0.054
C -1.197 -3.875 -2.055  0.005
C -0.778 -3.117 -3.292  0.000
C -0.411 -3.854 -4.412  0.000
C -0.155 -3.202 -5.604  0.000
C -0.275 -1.827 -5.638  0.000
C -0.623 -1.176 -4.467  0.000
N -0.871 -1.788 -3.311  0.001
C -3.879 -4.529 0.395  -0.002
H -6.557 -2.492 0.018  0.000
H -1.391 -5.109 0.317  0.002
H -0.977 -3.683 1.276  0.000
H 0.276 -3.643 -0.664  -0.001
H -2.291 -3.840 -2.017  0.000
H -0.918 -4.927 -2.193  0.002
H -0.331 -4.931 -4.345  0.000
H 0.138 -3.758 -6.485  0.000
H -0.082 -1.263 -6.539  0.000
H -0.712 -0.097 -4.475  0.000
H -3.628 -5.569 0.559  0.000
O -0.794 -1.203 2.030  0.177
C -0.361 -0.907 3.227  0.013
C -0.931 -1.582 4.325  0.016
C -0.551 -1.304 5.617  -0.002
C 0.404 -0.318 5.876  0.013
C 0.963 0.362 4.817  -0.003
C 0.608 0.082 3.492  0.013
C 1.228 0.797 2.386  0.003
N 1.093 0.534 1.099  0.062
C 1.875 1.442 0.418  0.003
C 2.491 2.263 1.304  0.006
N 2.075 1.847 2.547  0.002
H -1.682 -2.330 4.105  0.001
H -1.000 -1.849 6.437  0.000
H 0.702 -0.091 6.890  0.001
H 1.701 1.126 5.032  0.000
H 1.944 1.442 -0.655  0.000
H 3.168 3.087 1.168  0.001
H 2.347 2.252 3.425  0.000
O 1.659 -2.203 0.964  0.045
C 2.328 -1.795 0.000  0.003
N 1.734 -1.351 -1.122  0.030
S 2.859 -0.902 -2.230  0.004
O 2.694 0.483 -2.583  0.000
O 2.925 -1.854 -3.303  0.002
C 4.264 -1.146 -1.174  0.002
C 5.602 -0.916 -1.410  0.000
C 6.488 -1.223 -0.382  0.000
C 6.037 -1.742 0.828  0.000
C 4.685 -1.978 1.040  0.000
C 3.811 -1.678 0.012  0.001
H 5.947 -0.505 -2.348  0.000
H 7.546 -1.047 -0.524  0.000
H 6.752 -1.965 1.609  0.000
H 4.309 -2.379 1.972  0.000
C -1.934 1.975 1.693  -0.001
C -1.715 1.861 0.230  0.005
N -1.092 0.891 -0.391  0.068
C -1.151 1.163 -1.739  0.005
C -1.790 2.341 -1.931  0.002
N -2.152 2.777 -0.672  0.002
C -2.752 4.045 -0.351  0.001
N -1.809 4.922 0.300  0.000
N -2.123 5.453 1.505  0.000
N -1.163 6.181 1.919  0.000
C -0.155 6.143 0.978  0.000
C 1.100 6.757 0.970  0.000
C 1.909 6.514 -0.114  0.000
C 1.490 5.679 -1.173  0.000
C 0.257 5.071 -1.181  0.000
C -0.563 5.327 -0.077  0.000
H -1.581 1.066 2.166  -0.001
H -2.996 2.088 1.917  0.000
H -1.405 2.833 2.113  0.000
H -0.715 0.494 -2.451  0.001
H -2.055 2.884 -2.821  0.000
H -3.577 3.927 0.352  0.000
H -3.128 4.483 -1.276  0.000
H 1.410 7.390 1.789  0.000
H 2.888 6.971 -0.165  0.000
H 2.165 5.506 -2.001  0.000
H -0.046 4.422 -1.990  0.000

Computed properties:
Orbital gap (spin up / spin down) = 7.83 / 6.44 eV
Lowest unoccupied orbital energy (spin up / spin down) = 0.009 / -0.038 hartree
Spin multiplicity = 6
E_HOMO (spin up / spin down) = -7.59 / -7.49 eV


Entry 2:
Molecular formula: C5H8O
Method: DFT, ωB97M-V/def2-TZVPD

Each line ends with the natural charge from an NBO analysis.
Element x y z (Å)
C -1.649 0.015 -0.781  -0.607
C -0.737 -0.079 0.460  -0.318
C 0.511 -0.759 0.020  -0.271
C 1.811 -0.310 0.605  -0.093
O 1.467 1.055 0.810  -0.498
C 0.249 0.980 0.188  0.180
H -2.292 -0.854 -0.929  0.215
H -2.260 0.924 -0.765  0.208
H -1.270 -0.236 1.404  0.183
H -0.984 0.086 -1.653  0.218
H 0.464 -1.698 -0.535  0.213
H 2.550 -0.376 -0.208  0.192
H 2.233 -0.715 1.522  0.185
H -0.093 1.967 -0.137  0.193

Computed properties:
Energy relative to the best compared isomer or geometry (same formula, charge and spin) = 92.3 kcal/mol
Orbital gap = 9.26 eV
Lowest unoccupied orbital energy = 0.039 hartree
SMILES = C[C@H]1[C@@H]2CO[C@H]12
E_HOMO = -8.21 eV


Entry 3:
Molecular formula: C32H37ClN2PrSi2
Method: DFT, ωB97M-V/def2-TZVPD

Each line ends with the Löwdin spin population.
Element x y z (Å)
C 5.341 1.381 3.044  -0.004
C 5.181 0.189 2.263  -0.001
C 4.719 0.575 0.958  -0.005
H 5.492 -0.818 2.563  0.001
C 4.582 2.005 0.941  -0.002
C 4.968 2.500 2.229  -0.004
H 5.110 3.556 2.493  0.000
H 5.837 1.439 4.021  0.000
H 4.573 -0.085 0.099  0.000
H 4.303 2.604 0.067  0.000
Pr 2.749 1.109 2.491  2.045
Si -4.675 0.039 -1.641  0.000
C -4.889 -1.807 -1.807  0.000
C -6.108 -2.503 -1.971  0.000
H -7.049 -1.947 -2.039  0.000
C -6.112 -3.899 -2.052  0.000
H -7.062 -4.442 -2.168  0.000
C -4.924 -4.619 -1.978  0.000
H -4.926 -5.718 -2.022  0.000
C -3.708 -3.941 -1.840  0.000
H -2.762 -4.485 -1.792  0.000
C -3.698 -2.544 -1.760  0.000
H -2.739 -2.018 -1.663  0.000
C -4.248 0.740 -3.318  0.000
C -3.955 -0.065 -4.438  0.000
H -4.092 -1.151 -4.387  0.000
C -3.466 0.508 -5.619  0.000
H -3.173 -0.137 -6.450  0.000
C -3.338 1.895 -5.730  0.000
H -2.928 2.337 -6.643  0.000
C -3.739 2.705 -4.668  0.000
H -3.665 3.794 -4.761  0.000
C -4.218 2.139 -3.486  0.000
H -4.560 2.782 -2.666  0.000
H -3.749 0.456 -0.564  0.000
Si 0.656 0.173 0.632  -0.011
C 1.118 1.028 -0.955  -0.002
C 1.466 0.311 -2.122  -0.001
H 1.475 -0.785 -2.114  0.000
C 1.878 0.977 -3.294  0.000
H 2.110 0.407 -4.188  0.000
C 1.997 2.371 -3.309  -0.001
H 2.304 2.889 -4.218  0.000
C 1.718 3.086 -2.142  0.000
H 1.829 4.169 -2.135  0.000
C 1.300 2.423 -0.985  -0.001
H 1.151 3.016 -0.065  0.000
C 0.901 -1.653 0.424  -0.002
C 2.156 -2.320 0.477  -0.001
H 3.073 -1.759 0.740  0.000
C 2.267 -3.688 0.203  0.000
H 3.238 -4.177 0.244  0.000
C 1.137 -4.438 -0.126  0.000
H 1.225 -5.495 -0.364  0.000
C -0.120 -3.816 -0.132  0.000
H -1.011 -4.391 -0.344  0.000
C -0.226 -2.445 0.156  -0.001
H -1.229 -1.984 0.194  0.000
H -6.007 0.536 -1.291  0.000
Cl -1.208 0.753 1.309  -0.003
N 2.148 -0.282 4.543  -0.003
C 1.934 0.459 5.859  0.000
C 2.613 1.826 5.818  0.000
C 1.698 2.924 5.284  0.000
N 1.195 2.553 3.909  -0.004
H 2.880 -0.988 4.658  0.000
H 1.319 -0.835 4.311  0.000
H 0.859 0.532 6.022  0.000
H 2.327 -0.154 6.684  0.000
H 2.925 2.092 6.836  0.000
H 3.549 1.792 5.231  0.000
H 0.853 3.113 5.959  0.000
H 2.242 3.865 5.192  0.000
H 0.838 3.379 3.415  0.000
H 0.354 1.961 3.980  0.000

Computed properties:
Orbital gap (spin up / spin down) = 6.53 / 6.53 eV
Total charge = +1
Lowest unoccupied orbital energy (spin up / spin down) = -0.113 / -0.110 hartree
Spin multiplicity = 3
E_HOMO (spin up / spin down) = -9.59 / -9.53 eV


Entry 4:
Molecular formula: C5H9ClO2
Method: DFT, ωB97M-V/def2-TZVPD

Each line ends with the natural charge from an NBO analysis.
Element x y z (Å)
C 0.989 0.653 -2.101  -0.258
C 0.992 0.892 0.208  -0.063
C -0.348 0.179 0.384  -0.299
C -0.733 -0.461 1.691  0.109
C -0.446 -1.334 0.471  -0.263
H 0.159 -0.013 -2.217  0.174
H 0.719 1.702 -2.187  0.166
H 1.721 0.404 -2.876  0.196
H 1.665 0.810 1.100  0.193
H 0.706 1.937 0.109  0.167
H -1.160 0.637 -0.197  0.236
H 0.067 -0.528 2.429  0.182
H -2.540 -1.028 1.808  0.483
H 0.352 -2.017 0.413  0.234
O 1.715 0.483 -0.910  -0.527
O -1.988 -0.318 2.151  -0.689
Cl -1.869 -1.996 -0.276  -0.039

Computed properties:
Energy relative to the best compared isomer or geometry (same formula, charge and spin) = 52.3 kcal/mol
Orbital gap = 10.62 eV
Lowest unoccupied orbital energy = 0.031 hartree
SMILES = COC[C@@H]1[C@@H](O)[C@H]1Cl
E_HOMO = -9.77 eV


Entry 5:
Molecular formula: C7H26O9
Method: DFT, ωB97M-V/def2-TZVPD

Each line ends with the natural charge from an NBO analysis.
Element x y z (Å)
C 0.334 1.719 -1.840  -0.638
C -0.924 -0.018 -0.486  -0.245
C 0.293 0.526 -0.948  -0.014
C 1.454 -0.108 -0.552  -0.206
C 1.456 -1.166 0.352  -0.225
C 0.245 -1.684 0.776  -0.224
C -0.935 -1.111 0.370  -0.181
H 0.424 1.591 -2.957  0.228
H 1.276 2.242 -1.689  0.220
H -0.559 2.315 -1.640  0.213
H -1.838 0.551 -0.569  0.195
H 2.345 0.346 -0.993  0.218
H 2.432 -1.558 0.653  0.211
H 0.267 -2.371 1.660  0.213
H -1.913 -1.483 0.684  0.217
H 1.847 3.269 1.732  0.502
H 3.022 2.440 1.376  0.469
O 2.571 2.774 2.171  -0.982
H -0.795 0.094 3.544  0.494
H -0.741 -1.418 3.964  0.464
O -1.165 -0.785 3.372  -0.970
H 0.111 4.850 0.730  0.482
H -0.411 3.799 1.757  0.506
O 0.363 4.021 1.159  -1.007
H 1.473 -1.684 -3.058  0.495
H 2.819 -1.812 -2.340  0.455
O 2.382 -1.280 -3.011  -0.983
H -2.739 -2.162 -2.713  0.512
H -2.456 -0.582 -2.952  0.494
O -2.294 -1.483 -3.235  -0.974
H -1.350 -4.369 -1.982  0.492
H -2.364 -4.559 -0.809  0.480
O -2.218 -4.116 -1.648  -0.970
H -0.016 -2.894 -4.192  0.478
H -0.687 -2.179 -3.055  0.508
O 0.147 -2.658 -3.270  -0.977
H 0.949 1.638 2.770  0.519
H 1.054 1.248 4.233  0.498
O 0.412 1.532 3.573  -0.985
H -0.814 2.644 3.184  0.515
H -2.189 2.438 2.268  0.495
O -1.583 3.032 2.709  -0.993

Computed properties:
Energy relative to the best compared isomer or geometry (same formula, charge and spin) = 0.0 kcal/mol
Orbital gap = 9.07 eV
Lowest unoccupied orbital energy = 0.013 hartree
SMILES = Cc1ccccc1.O.O.O.O.O.O.O.O.O
E_HOMO = -8.71 eV